[1]
Computed, not measured: one molecule with the formula C4H5NS at a distorted geometry, with wB97M-V/def2-TZVPD.

```
! wB97M-V def2-TZVPD RIJCOSX def2/J DEFGRID3
* xyz 0 1
S -2.6149 0.1595 -0.0415
N 0.0061 -0.9830 -0.0605
C 1.3211 0.8024 -0.0309
C -0.7973 0.0879 0.0253
C 1.3417 -0.5731 0.0142
C -0.0391 1.2337 0.0068
H -2.8624 -1.1387 0.2347
H 2.2080 1.4221 -0.0923
H -0.4179 2.2415 0.0154
H 2.1296 -1.3034 -0.0387
H -0.2750 -1.9489 -0.0324
*
```

For the frontier orbital gap, the calculation gives 8.6 eV. Its structure (SMILES) is Sc1ccc[nH]1. As for the relative energy (zero: lowest compared OMol25 entry of this formula, charge and spin): 5.0 kcal per mole. For the highest occupied orbital energy, the calculation gives -0.28950 hartree.

Mulliken population analysis, charges in e, atoms 1 to 4:
1. S -0.230
2. N -0.010
3. C -0.472
4. C 0.105


[2]
Computed, not measured: C4H19NO7V as an isolated structure at a distorted geometry, with wB97M-V/def2-TZVPD.

```
! wB97M-V def2-TZVPD RIJCOSX def2/J DEFGRID3
* xyz -2 4
V 1.7569 0.7675 1.2492
O 3.1569 2.2770 2.9221
O -1.0540 2.3878 -0.9828
O 0.5099 0.9724 3.1273
O -2.5420 -0.3170 -0.7147
O 3.2684 -0.5599 1.9426
O 2.4098 0.8007 -0.8433
O 0.8057 2.6016 0.9019
N 0.0758 -0.4732 0.4925
C 0.6016 -2.0498 -1.3493
C -0.2877 -0.9028 -0.8951
C -3.8971 -0.6080 -0.5275
C -1.7236 -1.4429 -1.0045
H 0.9762 3.3276 0.2968
H -4.3864 -1.0033 -1.4285
H 2.0318 1.4583 -1.4411
H 3.9913 2.7541 2.8252
H -0.1325 0.0001 -1.4846
H 4.0569 -1.0330 1.6862
H 0.5054 -2.1208 -2.4450
H -1.8576 -2.3293 -0.3722
H 0.3118 -3.0308 -0.9648
H -4.4704 0.2703 -0.2339
H -4.0253 -1.3530 0.2678
H -0.3433 0.8416 2.6898
H -0.3402 2.5064 -0.2295
H -1.5573 1.6164 -0.7209
H 2.9112 0.1927 -1.4032
H -1.9294 -1.8011 -2.0215
H 1.6840 -1.9445 -1.2643
H -0.8588 -0.4796 0.9219
H 0.3517 -1.3253 1.0033
*
```

For the frontier orbital gap (spin up / spin down), the calculation gives 2.5 / 3.0 eV. For the highest occupied orbital energy (spin up / spin down), the calculation gives 0.07100 / 0.05367 hartree.

Mulliken population analysis, charges in e, atoms 1 to 4:
1. V 0.335
2. O -0.936
3. O -0.740
4. O -0.812


[3]
Computed, not measured: C15H11BrIrN3 as an isolated structure at a distorted geometry, with wB97M-V/def2-TZVPD.

```
! wB97M-V def2-TZVPD RIJCOSX def2/J DEFGRID3
* xyz 3 2
Ir -0.0075 -0.4173 0.0000
Br -0.0152 -2.7592 0.0000
N -2.0422 0.0313 -0.0001
N 2.0302 0.0230 0.0000
N -0.0032 1.5454 0.0000
C -1.2028 3.6078 0.0001
C -1.1962 2.2267 0.0000
C -3.6685 1.7796 0.0002
C -2.3444 1.3591 0.0000
C -4.6834 0.8381 0.0000
C 4.6741 0.8199 0.0000
C -3.0258 -0.8779 -0.0001
C 2.3373 1.3494 -0.0001
C 4.3493 -0.5266 0.0001
C -4.3635 -0.5097 -0.0001
C 0.0019 4.2993 0.0000
C 3.0101 -0.8899 0.0001
C 3.6625 1.7652 -0.0002
C 1.2042 3.6026 -0.0001
C 1.1919 2.2221 -0.0001
H 0.0044 5.3824 0.0000
H 5.1052 -1.3004 0.0002
H -5.1221 -1.2808 -0.0002
H 3.8911 2.8217 -0.0003
H -5.7217 1.1458 0.0001
H 2.1432 4.1379 -0.0001
H -3.8937 2.8368 0.0003
H 5.7134 1.1245 0.0000
H -2.1400 4.1462 0.0001
H 2.7498 -1.9357 0.0002
H -2.7692 -1.9244 -0.0002
*
```

For the frontier orbital gap (spin up / spin down), the calculation gives 3.6 / 3.8 eV. As for the relative energy (zero: lowest compared OMol25 entry of this formula, charge and spin): 0.0 kcal per mole. For the highest occupied orbital energy (spin up / spin down), the calculation gives -0.71857 / -0.71758 hartree.

Mulliken population analysis, charges in e, atoms 1 to 4:
1. Ir 1.168
2. Br 0.098
3. N -0.318
4. N -0.323


[4]
Computed, not measured: an isolated ion of composition C14H27IN5O3S and charge +1, with wB97M-V/def2-TZVPD.

```
! wB97M-V def2-TZVPD RIJCOSX def2/J DEFGRID3
* xyz 1 1
I -1.6012 0.4114 2.1059
S -3.0535 0.9217 -4.5178
O -1.6036 2.1605 -2.0882
O 0.4851 -4.7046 5.2340
O 0.9705 -2.9627 -1.5662
N 0.4447 -1.1054 -0.2991
N -1.0959 1.0051 -2.6373
N 1.2960 -3.3845 3.5509
N -0.0455 -1.0572 -2.4568
N -0.1929 0.1110 -0.5632
C -0.8667 -2.8303 4.6315
C -0.4781 0.0824 -1.8930
C -0.4397 1.1379 0.4363
C 2.0901 -2.1758 3.8268
C 0.4891 -1.7315 -1.4718
C 0.9526 -1.6376 0.9728
C 2.0775 -0.8506 1.6393
C -1.3152 0.8622 -4.0780
C 0.8000 1.9526 0.8542
C 0.7086 3.4084 0.3898
C 2.8757 -1.7508 2.5867
C -2.2052 3.5881 -5.1856
C 0.3488 -3.7227 4.5560
C -3.3946 2.6622 -4.9923
H 0.0845 4.0032 1.0572
H 0.9313 1.9076 1.9344
H 0.3097 3.4727 -0.6242
H -2.5512 4.4869 -5.6993
H 1.9154 -4.1894 3.4871
H -2.5309 1.9582 -1.8695
H -0.9602 -0.1267 -4.3556
H 1.6855 1.4827 0.4207
H 1.6656 -0.0249 2.2228
H -0.6787 -1.8331 4.2322
H -1.4384 3.1460 -5.8230
H -3.9456 2.5844 -5.9295
H 3.2063 -2.6450 2.0482
H 0.1182 -1.8096 1.6510
H 1.7039 3.8526 0.3644
H 1.4040 -1.3739 4.1169
H -1.7661 3.9056 -4.2394
H -0.7350 1.6179 -4.6019
H -1.6512 -3.2953 4.0300
H 1.8306 -2.9846 -2.0089
H 2.7671 -2.3263 4.6740
H 2.7491 -0.4595 0.8698
H -1.1544 1.8046 -0.0108
H -4.0808 3.0579 -4.2438
H 1.3148 -2.6270 0.6970
H 3.7702 -1.2106 2.9030
H -1.2101 -2.7641 5.6621
*
```

For the frontier orbital gap, the calculation gives 8.9 eV. Its structure (SMILES) is CCSCN(O)c1nc(O)n(CCCCNC(C)=O)[n+]1[C@@H](I)CC. As for the relative energy (zero: lowest compared OMol25 entry of this formula, charge and spin): 28.3 kcal per mole. For the highest occupied orbital energy, the calculation gives -0.43738 hartree.

Mulliken population analysis, charges in e, atoms 1 to 4:
1. I 0.236
2. S -0.113
3. O -0.502
4. O -0.568


[5]
Computed, not measured: a 3-piece molecular cluster, C18H38Br2NO9P overall at a distorted geometry, with wB97M-V/def2-TZVPD.

```
! wB97M-V def2-TZVPD RIJCOSX def2/J DEFGRID3
* xyz 0 1
Br -1.3839 -0.6231 -3.2553
Br 0.5032 4.2473 -1.1864
P -2.5617 4.6386 -2.8899
O 0.8478 -1.2120 2.5979
O 5.6994 -4.3504 -1.1365
O -2.8432 4.6987 -1.3224
O -2.1303 2.5100 -4.3431
O -0.4393 -1.2548 5.2413
O -2.0445 5.8864 -3.4495
O 4.4409 -2.4981 0.7720
O -3.8811 1.1396 -4.1676
O -3.9621 4.1884 -3.5186
N -4.9610 2.6856 -0.4860
C -2.0825 1.0733 -2.4969
C -1.4063 3.2416 -3.3203
C 5.5775 -5.3902 -0.1849
C -0.5682 0.1523 5.1823
C 4.4613 -2.3233 -0.6357
C -0.9279 -1.9223 4.0912
C 0.1881 -2.3337 3.1581
C -2.8576 1.5505 -3.7352
C 2.0904 -0.9133 3.2105
C 4.4929 -3.6447 -1.3687
C -0.5293 2.5943 -0.9516
C -5.3865 1.4871 -1.2514
C -2.8689 0.7161 -1.2190
C -4.3500 0.3534 -1.3132
C 5.6990 -2.2933 1.3876
C 0.3269 1.6324 -0.0831
C 0.6423 0.2415 -0.6144
C -0.9572 2.1304 -2.3485
H -4.6527 4.0770 -2.8620
H -2.3727 -0.1667 -0.8144
H 0.0057 0.5658 6.0094
H 3.5480 -1.7873 -0.9140
H 5.0828 -5.0465 0.7269
H -1.6439 -1.2888 3.5566
H -2.7343 1.4909 -0.4655
H -4.5508 -0.3099 -0.4684
H 5.3182 -1.7109 -0.9328
H -3.2465 3.8929 -0.9413
H -5.7230 1.7714 -2.2488
H 1.2571 2.1348 0.1738
H -0.1786 0.5536 4.2431
H -0.2069 1.5061 0.8636
H 2.8462 -1.6486 2.9162
H -0.0863 1.6918 -2.8396
H -0.2385 -2.9120 2.3321
H 2.0088 -0.8854 4.2998
H 6.5839 -5.7240 0.0613
H 5.6185 -2.6424 2.4160
H 4.4248 -3.4526 -2.4439
H -0.5739 3.7343 -3.8122
H 5.9612 -1.2295 1.3965
H -0.2240 -0.4152 -0.5779
H 5.0177 -6.2356 -0.5996
H 1.3779 -0.2054 0.0588
H 0.9013 -2.9744 3.6854
H 3.6300 -4.2525 -1.0779
H 6.4900 -2.8527 0.8829
H 1.0805 0.2384 -1.6113
H -4.5222 -0.2361 -2.2137
H -5.2273 3.5170 -0.9948
H -1.4557 -2.8193 4.4297
H -5.4639 2.7533 0.3891
H 2.4003 0.0683 2.8540
H -1.6156 0.4539 5.2954
H -6.2634 1.0582 -0.7603
H -1.4005 2.8802 -0.3749
*
```

For the frontier orbital gap, the calculation gives 9.5 eV. Its structure (SMILES) is CC[C@@H](Br)[C@@H]1[C@H](P(=O)(O)O)OC(=O)[C@]1(Br)CCCN.COCCOC.COCCOC. For the highest occupied orbital energy, the calculation gives -0.34654 hartree.

Mulliken population analysis, charges in e, atoms 1 to 4:
1. Br 0.004
2. Br -0.073
3. P 0.817
4. O -0.059


[6]
Computed, not measured: one molecule with the formula C6H13NO at a distorted geometry, with wB97M-V/def2-TZVPD.

```
! wB97M-V def2-TZVPD RIJCOSX def2/J DEFGRID3
* xyz 0 1
O 1.1817 0.0072 1.9114
N -0.3588 0.1059 0.2186
C -0.2214 0.5783 -1.1580
C -1.0152 -1.8473 1.5509
C 0.5822 0.6669 1.0905
C 0.7040 2.1656 0.8657
C -0.8589 -1.3082 0.1328
C 0.8347 -0.0992 -1.9937
H 0.6825 0.1827 -3.1571
H 0.8185 -1.1602 -2.1241
H 1.4133 2.1828 0.0598
H 1.8257 0.1787 -1.5258
H -0.2276 -2.4728 1.8568
H -0.2228 -2.0336 -0.3672
H -1.2181 0.4471 -1.7407
H -0.2363 1.6672 -1.2153
H -1.7183 -1.2120 -0.5283
H -0.1865 2.7614 0.7018
H -1.1387 -1.0006 2.2341
H -1.9066 -2.4564 1.4683
H 1.2664 2.6468 1.7196
*
```

For the frontier orbital gap, the calculation gives 10.1 eV. Its structure (SMILES) is CCN(CC)C(C)=O. As for the relative energy (zero: lowest compared OMol25 entry of this formula, charge and spin): 43.1 kcal per mole. For the highest occupied orbital energy, the calculation gives -0.33747 hartree.

Mulliken population analysis, charges in e, atoms 1 to 4:
1. O -0.585
2. N 0.121
3. C -0.835
4. C -1.240


no.,DFT total energy (eV)
1,-16553.847
2,-45961.986
3,-93053.673
4,-47476.916
5,-188573.496
6,-9969.304